Entry 1:
Entry from the OMol25 dataset: a molecular structure, C14H14ClNO2Tc (wB97M-V/def2-TZVPD).

Total charge: +2
M, u: 361.72
Spin multiplicity: 4
LUMO level (alpha / beta), Ha: -0.267 / -0.421
Strongest force on any atom, eV/Å: 6.4
HOMO (alpha / beta), eV: -16.00 / -17.12

Atoms and positions in Å:
Cl: -1.638 -1.936 -0.605
C: 2.059 -2.318 -2.247
C: 2.813 -1.132 -2.113
C: 1.977 -0.037 -2.458
H: 3.840 -1.065 -1.794
C: 0.698 -0.543 -2.796
C: 0.767 -1.957 -2.687
H: -0.069 -2.622 -2.806
H: 2.405 -3.318 -2.045
H: 2.262 1.002 -2.454
C: -0.488 0.239 -3.239
Tc: 1.107 -0.989 -0.420
C: 2.527 -0.248 0.656
C: 0.966 -2.296 1.033
O: 3.394 0.197 1.313
O: 0.808 -3.082 1.880
H: -0.526 1.208 -2.744
H: -1.400 -0.303 -2.997
H: -0.467 0.414 -4.318
C: -2.721 2.330 3.430
C: -1.802 1.608 2.489
C: -0.721 0.906 3.005
C: 0.114 0.201 2.147
N: -0.096 0.169 0.782
C: -1.143 0.883 0.271
C: -2.010 1.606 1.105
H: -3.165 1.599 4.142
H: -2.150 3.086 4.008
H: -3.546 2.836 2.889
H: -0.530 0.887 4.072
H: 0.924 -0.341 2.610
H: -1.343 0.875 -0.781
H: -2.846 2.143 0.675

And the Löwdin charges, in e, turn out to be: 0.4378, -0.0938, -0.1127, -0.0764, 0.1353, -0.3505, -0.1045, 0.1109, 0.1357, 0.1415, -0.0267, 1.2064, -0.1631, -0.1936, 0.1999, 0.2064, 0.0858, 0.0670, 0.1193, -0.0082, -0.2162, 0.0393, -0.0886, -0.1776, -0.1258, 0.0472, 0.1179, 0.1173, 0.1025, 0.1472, 0.1085, 0.0738, 0.1378

Entry 2:
Entry from the OMol25 dataset: a molecular structure, C14H14ClNO2Ti (wB97M-V/def2-TZVPD).

M, u: 311.59
Spin multiplicity: 1
LUMO level (alpha / beta), Ha: -0.082 / -0.082
Strongest force on any atom, eV/Å: 9.1
HOMO (alpha / beta), eV: -8.37 / -8.37

Atoms and positions in Å:
C: 0.246 -3.762 -0.107
C: 0.177 -3.424 1.294
C: 1.192 -2.431 1.566
C: 1.883 -2.152 0.339
C: 1.310 -2.971 -0.700
Ti: -0.663 -1.578 -0.227
N: -0.656 -1.936 -2.146
C: -2.560 -1.922 -0.217
C: -2.207 -1.996 1.234
H: 1.440 -2.034 2.533
H: -0.476 -3.862 2.028
H: 2.728 -1.506 0.229
H: 1.623 -2.997 -1.728
H: -0.351 -4.500 -0.613
H: -2.403 -3.024 1.604
H: -2.913 -0.989 -0.636
H: -1.571 -1.514 -2.775
H: -2.634 -1.112 1.740
H: -2.811 -2.808 -0.687
Cl: 2.000 6.612 -0.665
C: 1.339 5.026 -0.445
C: 0.009 4.896 -0.019
C: -0.511 3.624 0.182
C: 0.286 2.511 -0.040
C: 1.612 2.633 -0.486
C: 2.140 3.901 -0.691
C: -0.318 1.149 0.139
O: -1.564 1.010 0.456
O: 0.426 0.123 -0.105
H: -0.599 5.770 0.149
H: -1.533 3.480 0.501
H: 2.207 1.749 -0.672
H: 3.154 4.035 -1.036

And the Löwdin charges, in e, turn out to be: -0.1793, -0.1482, -0.1042, -0.0972, -0.1706, 0.8990, -0.1343, -0.2516, -0.1062, 0.1020, 0.0962, 0.1061, 0.0946, 0.1047, 0.0715, 0.0774, 0.0615, 0.0876, 0.0439, 0.6658, -0.6588, -0.0891, -0.0118, -0.1357, -0.0026, -0.0916, -0.5029, -0.0314, -0.1363, 0.1025, 0.1196, 0.1171, 0.1023

Entry 3:
Entry from the OMol25 dataset: C14H14F4N2O3 in the gas phase (wB97M-V/def2-TZVPD).

M, u: 334.27
SMILES: O=C(COc1c(F)c(F)cc(F)c1F)NC(=O)NC1CCCC1
Spin multiplicity: 1
LUMO level, Ha: 0.013
Strongest force on any atom, eV/Å: 0.7
HOMO, eV: -9.46

Atoms and positions in Å:
O: 1.442 0.605 0.002
C: 1.092 -0.549 0.027
C: -0.381 -0.977 0.029
O: -1.165 0.195 0.050
C: -2.504 0.125 0.021
C: -3.179 1.360 0.029
F: -2.450 2.480 0.065
C: -4.562 1.432 0.001
F: -5.161 2.625 0.009
C: -5.337 0.284 -0.036
C: -4.690 -0.933 -0.043
F: -5.407 -2.061 -0.077
C: -3.301 -1.024 -0.014
F: -2.750 -2.258 -0.020
N: 1.933 -1.616 0.050
C: 3.366 -1.633 0.043
O: 3.919 -2.706 0.060
N: 3.935 -0.430 0.019
C: 5.369 -0.235 0.000
C: 5.784 0.582 -1.226
C: 5.458 2.032 -0.847
C: 5.490 2.086 0.693
C: 5.806 0.659 1.162
H: -0.576 -1.569 -0.874
H: -0.572 -1.598 0.914
H: -6.412 0.341 -0.059
H: 1.547 -2.551 0.069
H: 3.341 0.391 0.005
H: 5.823 -1.228 0.028
H: 5.264 0.258 -2.126
H: 6.855 0.459 -1.385
H: 6.174 2.722 -1.289
H: 4.469 2.305 -1.215
H: 6.238 2.789 1.054
H: 4.523 2.408 1.081
H: 5.294 0.401 2.087
H: 6.877 0.536 1.317

And the Löwdin charges, in e, turn out to be: 0.1070, -0.4135, -0.0801, 0.0283, -0.1223, -0.1283, 0.1258, -0.2070, 0.1058, 0.0758, -0.2116, 0.1025, -0.1229, 0.0810, 0.1772, -0.5125, 0.0774, 0.1358, -0.3008, -0.1388, -0.1810, -0.1801, -0.1386, 0.1487, 0.1480, 0.1375, 0.1555, 0.1187, 0.1460, 0.1139, 0.1144, 0.1024, 0.1031, 0.1022, 0.1032, 0.1137, 0.1139